1.
C2H4N3 | ωB97M-V/def2-TZVPD

LUMO energy = -7.002 eV
Net charge = +1
Relative energy (zero: lowest compared OMol25 entry of this formula, charge and spin) = 489.3 kJ/mol
E = -242.41306 a.u.
Spin multiplicity = 1

XYZ file:
```
9
Properties=species:S:1:pos:R:3:forces:R:3
C 0.2191 -1.9258 0.0364 -0.10 -0.72 1.10
C 0.0934 1.1546 0.4192 -0.06 0.85 1.06
N 0.4039 1.1233 -0.9376 0.96 -0.87 -0.58
N 1.2261 0.4719 -0.2814 -0.26 -0.35 -1.07
N 0.1501 -2.9265 0.6440 -0.09 -1.71 -1.52
H 0.4627 2.0280 0.9728 -0.98 -0.32 -0.13
H -0.7486 0.5065 0.5899 0.00 -0.01 1.27
H -0.0166 0.8966 -1.8371 0.35 0.59 -0.61
H 0.0811 -4.0004 0.6123 0.18 2.55 0.48
```
Positions in Å, forces in eV/Å.

---

2.
C25H20N5O9OsS | ωB97M-V/def2-TZVPD

LUMO energy = -4.699 eV
Net charge = +1
Relative energy (zero: lowest compared OMol25 entry of this formula, charge and spin) = 0.0 kJ/mol
E = -2404.34513 a.u.
Spin multiplicity = 1

XYZ file:
```
61
Properties=species:S:1:pos:R:3:forces:R:3
Os 0.0346 -0.2319 -0.7549 0.07 0.65 0.38
O -3.3796 -0.0438 -3.5458 -0.05 0.03 -0.02
C -4.1055 0.8729 -2.8642 -0.01 -0.07 -0.02
C -5.2755 1.3169 -3.4741 -0.01 0.05 0.04
C -6.0699 2.2523 -2.8466 -0.01 0.00 -0.03
C -5.7215 2.7718 -1.5982 -0.01 0.00 -0.01
C -4.5656 2.3455 -0.9936 0.00 0.01 0.01
C -3.7374 1.3917 -1.6096 0.01 -0.01 -0.01
C -2.5068 0.9996 -0.9437 -0.06 0.15 -0.02
O -1.8207 -0.0129 -1.4486 -0.08 -0.26 -0.01
N -2.0903 1.6169 0.1294 0.13 -0.07 0.03
N -0.8894 1.0942 0.5040 0.15 0.07 -0.13
C -0.3000 1.4812 1.5712 -0.03 -0.03 0.02
C 0.9547 0.8101 1.8502 0.01 0.05 0.00
C 1.6608 0.9613 3.0253 0.08 -0.02 0.04
C 2.8031 0.1962 3.2216 -0.05 0.01 -0.04
C 3.1865 -0.6972 2.2375 0.02 0.01 0.02
C 2.4400 -0.7900 1.0742 0.05 -0.05 -0.01
N 1.3606 -0.0382 0.8763 -0.22 -0.03 0.06
H -2.6846 -0.3776 -2.9596 0.04 0.00 0.01
H -5.5398 0.9022 -4.4368 0.00 0.00 0.00
H -6.9799 2.5839 -3.3294 0.00 -0.01 -0.01
H -6.3555 3.5006 -1.1143 0.00 0.00 0.01
H -4.2707 2.7340 -0.0292 0.00 0.00 0.00
H -0.7528 2.2313 2.2069 0.04 0.00 0.04
H 1.3061 1.6570 3.7724 0.02 -0.01 0.01
H 3.3774 0.2934 4.1322 0.00 0.00 0.01
H 4.0635 -1.3179 2.3475 0.00 0.01 0.01
H 2.7261 -1.4563 0.2741 -0.04 0.01 -0.01
O -1.1463 -5.9858 -1.0742 0.03 0.05 0.02
C -0.7894 -5.5215 -2.2604 -0.13 0.04 0.02
O -0.7268 -6.2041 -3.2445 0.04 -0.03 0.01
C -0.4638 -4.0626 -2.3646 -0.02 0.05 -0.02
C -0.0787 -3.4687 -3.5512 0.10 0.11 -0.03
N 0.1553 -2.1708 -3.3098 -0.06 -0.01 0.00
N -0.0740 -1.8779 -2.0243 -0.01 -0.59 0.04
C -0.4572 -3.0166 -1.4390 0.01 0.16 -0.04
C -0.7709 -2.9111 0.0129 0.20 -0.09 -0.29
O -1.0756 -3.8708 0.6829 -0.15 -0.11 0.03
O -0.6353 -1.6959 0.4556 -0.05 0.03 0.13
H -1.1574 -5.2924 -0.3738 0.02 -0.02 -0.01
H 0.0410 -3.9041 -4.5292 -0.01 0.00 -0.01
H 0.4143 -1.4399 -3.9602 0.06 0.01 -0.02
C 0.4764 -0.4202 -8.0081 0.01 -0.01 -0.02
C 0.8326 -0.0398 -6.6010 -0.03 0.02 0.02
C 2.1403 -0.1660 -6.1297 -0.01 0.00 0.02
C 2.4758 0.2052 -4.8380 0.04 -0.01 -0.01
C 1.4844 0.7057 -4.0024 0.04 -0.05 0.03
C 0.1741 0.8579 -4.4494 -0.01 0.03 0.03
C -0.1408 0.4791 -5.7438 0.02 -0.02 -0.03
S 1.8873 1.0493 -2.3302 -0.23 0.11 -0.29
O 3.0957 1.7804 -2.2479 0.00 0.03 0.07
O 1.9402 -0.3001 -1.6074 0.05 -0.02 0.02
O 0.6427 1.6171 -1.7272 0.05 -0.16 -0.05
H 1.2696 -0.9966 -8.4799 0.00 0.00 0.00
H 0.3098 0.4762 -8.6078 0.00 0.00 0.00
H -0.4425 -1.0055 -8.0372 -0.01 0.01 0.01
H 2.9068 -0.5567 -6.7865 0.00 0.00 0.00
H 3.4945 0.1086 -4.4845 -0.01 0.00 0.01
H -0.5857 1.2677 -3.7978 0.00 0.00 0.01
H -1.1598 0.5928 -6.0928 0.00 0.00 0.00
```
Positions in Å, forces in eV/Å.

---

3.
C9H18NP | ωB97M-V/def2-TZVPD

LUMO energy = 0.956 eV
Relative energy (zero: lowest compared OMol25 entry of this formula, charge and spin) = 189.1 kJ/mol
E = -749.69223 a.u.
Spin multiplicity = 1
SMILES = C=C/C=C\CPN(CC)CC

XYZ file:
```
29
Properties=species:S:1:pos:R:3:forces:R:3
C 4.9747 0.9750 -0.6155 1.12 1.77 1.35
C 3.7225 0.6576 -0.2788 -1.23 2.27 -0.96
C 3.1814 -0.6614 -0.4723 -0.11 0.22 0.56
C 2.0444 -1.2502 -0.1155 -0.43 -1.40 0.81
C 0.8239 -0.7468 0.6563 0.14 -0.23 -1.10
P -0.8465 -1.7548 0.7397 1.42 0.48 0.41
N -1.8671 -0.5507 0.0893 0.79 -1.43 0.33
C -1.6985 0.0182 -1.2264 1.32 -1.12 -1.70
C -1.4074 1.4860 -1.2477 -2.49 0.25 -2.16
C -3.1430 -0.4016 0.7265 -3.06 -1.54 -0.23
C -3.1495 0.2385 2.0823 2.37 -0.24 2.52
H 5.3355 2.0284 -0.3989 -0.60 -1.27 -0.57
H 5.8133 0.3108 -0.8459 -0.69 -0.23 -0.14
H 3.0187 1.5400 -0.1016 0.96 -1.36 0.24
H 3.9342 -1.2658 -0.9050 0.49 -1.04 -0.46
H 2.1143 -2.3329 -0.2327 -0.41 0.05 -0.32
H 1.2015 -0.4877 1.6676 -0.79 0.34 -0.56
H 0.4408 0.0646 0.0163 0.40 0.43 1.09
H -0.5336 -2.6620 -0.3245 -0.17 0.41 -0.19
H -2.4938 -0.2341 -1.9267 -0.83 0.14 0.41
H -0.8677 -0.4643 -1.8243 -0.36 0.02 1.19
H -1.4533 1.8208 -2.3904 -0.42 0.02 2.75
H -1.9646 1.9486 -0.4213 -0.99 0.59 -1.09
H -0.4895 1.7187 -0.8935 3.52 0.27 0.64
H -3.8892 -1.3379 0.7522 1.95 1.33 -0.18
H -3.6739 0.2382 0.0851 -0.91 1.05 -1.03
H -2.2459 0.9428 2.0427 -1.46 -0.44 0.43
H -4.0702 0.7376 2.5300 1.05 -0.71 -1.17
H -2.8116 -0.5755 2.8331 -0.58 1.35 -0.86
```
Positions in Å, forces in eV/Å.

---

4.
C43H55F5I2P2PdSeSi | ωB97M-V/def2-TZVPD

LUMO energy (alpha / beta) = -5.584 / -8.784 eV
Net charge = +2
E = -6267.26804 a.u.
Expectation value of S² = 6.02
Spin multiplicity = 5

XYZ file:
```
110
Properties=species:S:1:pos:R:3:forces:R:3
Pd 0.1671 0.2235 -0.1338 0.25 0.03 0.06
C 0.1260 -1.8709 2.5509 0.04 0.01 -0.07
Si -1.0752 -1.2080 1.2846 -0.02 0.04 0.00
C -2.4157 -0.0432 1.8988 -0.01 0.03 0.06
C -3.6639 -0.5144 2.3107 -0.01 -0.03 -0.01
C -4.6463 0.3601 2.7516 -0.02 0.02 0.00
C -4.4084 1.7281 2.7758 0.01 -0.01 -0.01
C -3.1814 2.2204 2.3621 -0.01 -0.01 0.05
C -2.1888 1.3398 1.9392 -0.01 0.00 -0.03
P -0.5880 1.9293 1.3602 -0.10 -0.19 -0.11
C 0.4744 2.5757 2.7180 0.04 0.01 -0.02
C -0.2837 3.4690 3.7328 -0.05 0.06 0.00
C -0.9167 2.7359 4.9139 0.00 0.02 0.02
C 0.0693 1.8026 5.5996 0.02 0.00 0.01
C 0.6064 0.8157 4.5736 -0.04 -0.05 -0.01
C 1.3415 1.5447 3.4543 0.01 0.01 0.00
C -0.7929 3.2809 0.1289 0.00 0.02 0.01
C -1.9549 2.9392 -0.8133 0.00 -0.06 -0.02
C -2.1267 4.0592 -1.8325 0.00 -0.01 -0.04
C -2.5776 5.3618 -1.1419 0.00 0.02 -0.01
C -2.2226 5.3738 0.3495 -0.02 0.03 0.03
C -0.8470 4.7610 0.5901 0.07 0.04 0.06
C -1.7652 -2.6756 0.3658 -0.01 -0.04 0.01
C -2.5214 -3.6519 1.0207 -0.01 0.01 0.01
C -2.9618 -4.7747 0.3423 -0.01 -0.02 -0.05
C -2.6416 -4.9441 -1.0004 -0.02 0.00 0.04
C -1.8656 -4.0050 -1.6550 0.03 0.02 -0.02
C -1.4177 -2.8708 -0.9731 -0.01 0.03 -0.01
P -0.3290 -1.5978 -1.6677 -0.13 -0.03 0.12
C -0.9913 -1.0082 -3.2705 0.04 0.02 -0.04
C -1.4368 -2.0976 -4.2574 -0.03 -0.04 0.04
C -1.5636 -1.4710 -5.6500 0.02 0.00 -0.02
C -2.2192 -0.0775 -5.5932 -0.01 -0.01 -0.03
C -3.0449 0.0785 -4.3216 -0.02 0.01 0.01
C -2.1354 0.0135 -3.0888 0.03 0.03 0.05
C 1.4198 -2.1224 -1.9874 0.02 0.07 0.05
C 2.0845 -2.7367 -0.7463 0.02 -0.01 -0.02
C 1.8115 -4.2318 -0.5990 -0.03 0.01 0.05
C 2.2050 -4.9875 -1.8642 0.05 -0.03 -0.02
C 1.4893 -4.4294 -3.0911 -0.05 -0.03 -0.03
C 1.7516 -2.9357 -3.2458 0.01 0.00 -0.04
H -0.3957 -2.0979 3.4847 -0.04 0.00 -0.02
H 0.9482 -1.1998 2.7872 0.01 0.03 0.02
H 0.5420 -2.8023 2.1625 0.02 -0.01 0.01
H -3.8901 -1.5726 2.2738 0.01 0.01 0.00
H -5.6081 -0.0244 3.0638 0.00 -0.01 0.00
H -5.1803 2.4093 3.1080 0.00 0.00 0.00
H -3.0043 3.2893 2.3707 0.00 -0.04 0.02
H 1.1425 3.2237 2.1342 0.01 -0.02 0.00
H -1.0377 4.0896 3.2448 0.03 -0.08 0.05
H 0.4686 4.1649 4.1185 -0.02 0.01 0.02
H -1.7789 2.1521 4.5847 -0.02 -0.02 -0.01
H -1.2987 3.4850 5.6095 0.01 -0.01 0.01
H -0.4158 1.2760 6.4218 -0.01 0.00 -0.01
H 0.8952 2.3747 6.0338 0.01 0.00 -0.01
H -0.2402 0.2510 4.1652 0.02 0.01 0.00
H 1.2778 0.0872 5.0317 0.00 0.02 0.02
H 1.7857 0.8404 2.7478 -0.02 -0.01 0.00
H 2.1786 2.0973 3.8925 0.01 -0.02 0.01
H 0.1446 3.1776 -0.4319 -0.02 0.00 -0.02
H -2.8788 2.8150 -0.2432 0.00 0.01 -0.02
H -1.7754 1.9743 -1.2968 0.01 0.11 0.08
H -2.8451 3.7606 -2.5973 0.00 0.02 0.00
H -1.1747 4.2148 -2.3525 0.01 0.00 0.01
H -3.6532 5.4965 -1.2585 -0.01 -0.01 0.01
H -2.1077 6.2153 -1.6331 0.00 0.00 0.00
H -2.9793 4.8281 0.9209 0.01 0.03 -0.04
H -2.2389 6.3947 0.7310 0.00 0.01 -0.01
H -0.5355 4.8866 1.6259 -0.01 0.01 -0.12
H -0.1089 5.3118 -0.0003 -0.03 0.00 -0.02
H -2.7653 -3.5492 2.0723 0.01 0.01 0.00
H -3.5531 -5.5211 0.8558 0.00 0.00 0.00
H -2.9868 -5.8197 -1.5336 0.00 0.00 0.00
H -1.6077 -4.1719 -2.6888 0.00 0.00 0.00
H -0.1244 -0.5006 -3.7173 -0.01 -0.01 -0.01
H -2.4028 -2.4868 -3.9311 0.00 0.00 0.00
H -0.7513 -2.9440 -4.2912 0.00 0.01 0.00
H -2.1414 -2.1422 -6.2864 -0.02 0.01 0.01
H -0.5696 -1.4007 -6.1019 -0.01 0.00 -0.01
H -2.8376 0.0843 -6.4751 0.01 0.00 0.00
H -1.4549 0.7057 -5.6148 0.02 0.01 0.02
H -3.8045 -0.7049 -4.2746 0.00 -0.01 0.00
H -3.5862 1.0253 -4.3195 0.01 0.00 -0.01
H -2.7251 -0.2232 -2.1959 0.00 -0.01 -0.01
H -1.6940 1.0004 -2.9242 -0.01 -0.06 -0.04
H 1.8659 -1.1308 -2.1363 -0.04 0.00 0.02
H 1.7930 -2.1904 0.1565 -0.03 -0.01 0.04
H 3.1640 -2.5853 -0.8524 0.00 0.00 -0.02
H 0.7530 -4.4040 -0.3840 -0.05 0.00 -0.01
H 2.3658 -4.6144 0.2599 0.02 0.00 -0.01
H 1.9900 -6.0504 -1.7509 -0.02 0.00 0.00
H 3.2867 -4.9046 -2.0132 0.00 0.01 0.01
H 0.4162 -4.6212 -3.0018 0.02 0.01 0.01
H 1.8192 -4.9473 -3.9929 0.01 0.00 0.01
H 1.2546 -2.5226 -4.1269 0.01 -0.02 0.03
H 2.8260 -2.7923 -3.4130 0.00 0.00 0.01
F 3.5533 0.0089 -7.7457 0.06 -0.06 -0.15
C 3.0573 0.4340 -6.6105 -0.05 0.05 0.12
C 3.6049 -0.0040 -5.4107 -0.11 0.09 0.04
F 4.6156 -0.8520 -5.4165 0.10 -0.08 0.01
C 3.0822 0.4500 -4.2152 0.01 -0.01 -0.06
F 3.6315 0.0146 -3.0832 0.03 0.03 0.08
C 2.0037 1.3307 -4.1872 -0.01 -0.07 0.02
Se 1.1612 1.9532 -2.6180 0.05 0.07 -0.07
C 1.4761 1.7592 -5.4039 0.00 0.00 -0.07
F 0.4522 2.6096 -5.4084 -0.03 0.00 0.00
C 1.9884 1.3216 -6.6100 -0.01 0.01 0.12
F 1.4704 1.7369 -7.7483 -0.04 0.03 -0.09
I 2.7348 1.0969 0.0020 0.07 0.06 -0.06
I 3.0023 4.0574 -1.3381 -0.02 -0.04 0.06
```
Positions in Å, forces in eV/Å.